Arrangement w

The following is a quantum chemistry calculation of a 2-piece molecular cluster, C2H7NO2 overall, from OMol25.

- structure (SMILES) = C=O.NCO
- molar mass (g/mol) = 77.08
- LUMO level (eV) = 0.05
- HOMO-LUMO gap (eV) = 9.8

```
! wB97M-V def2-TZVPD RIJCOSX def2/J DEFGRID3
* xyz 0 1
O -2.0609 0.4729 -0.4716
O 1.5261 -2.3637 -0.2916
N -0.5995 1.7197 0.9188
C -1.2763 1.6025 -0.3788
C 2.4858 -1.6540 0.1145
H -0.8933 1.0726 1.5489
H 0.4035 1.2817 0.9198
H 2.8199 -1.9560 1.1288
H -0.4047 1.6834 -1.0474
H -2.1577 2.3585 -0.5830
H 2.9567 -0.7542 -0.4072
H -1.5063 -0.2891 -0.2999
*
```



Arrangement x

The following is a quantum chemistry calculation of an isolated molecule of C2H7NO2, from OMol25.

- structure (SMILES) = NCC(O)O
- molar mass (g/mol) = 77.08
- LUMO level (eV) = 0.92
- HOMO-LUMO gap (eV) = 10.5

```
! wB97M-V def2-TZVPD RIJCOSX def2/J DEFGRID3
* xyz 0 1
O -1.6501 0.1914 0.0507
O -0.3481 2.0299 0.2749
N 0.6631 -1.4965 0.0081
C -0.3960 0.6610 0.4870
C 0.7494 -0.0671 -0.2493
H -0.1016 -1.9000 -0.5247
H -1.8085 -0.6743 0.4376
H 1.5140 -1.9599 -0.2891
H 0.6935 0.1934 -1.3193
H -0.7305 2.2042 -0.5942
H 1.6927 0.3091 0.1492
H -0.2780 0.5089 1.5692
*
```



What are the relative energies? In kJ/mol: arrangement w 208.2; arrangement x 0.0.



Arrangement w

The following is a quantum chemistry calculation of an isolated molecule of C7H12N2, from OMol25.

- structure (SMILES) = C=CN(C)N(C=C)C=C
- molar mass (g/mol) = 124.19
- LUMO level (eV) = 1.11
- HOMO-LUMO gap (eV) = 9.1

```
! wB97M-V def2-TZVPD RIJCOSX def2/J DEFGRID3
* xyz 0 1
N 0.7180 0.5092 0.4556
N -0.0996 -0.6704 -0.1477
C 0.2031 0.7252 1.8438
C 0.8805 1.5286 -0.4587
C 0.6251 1.6225 -1.7787
C 0.3380 -2.0974 -0.3007
C 1.5586 -2.4671 -0.1167
C -2.1394 0.6343 -0.0346
C -1.5102 -0.5317 -0.0688
H -1.8363 1.5980 -0.1989
H 1.7417 -3.4469 -0.1987
H 1.4327 2.4552 -0.0511
H -3.1794 0.4997 -0.0131
H 0.4570 -0.1367 2.4348
H 2.4272 -1.8970 0.1304
H -0.9135 0.7239 1.7621
H -2.2321 -1.3939 0.0679
H 0.9875 2.5011 -2.2631
H -0.4204 -2.7526 -0.6963
H 0.6592 1.6605 2.1322
H 0.3023 0.9353 -2.4996
*
```



Arrangement x

The following is a quantum chemistry calculation of an isolated molecule of C7H12N2, from OMol25.

- structure (SMILES) = C1C[C@H]2NC[C@@H]1[C@]21CN1
- molar mass (g/mol) = 124.19
- LUMO level (eV) = 1.04
- HOMO-LUMO gap (eV) = 9.5

```
! wB97M-V def2-TZVPD RIJCOSX def2/J DEFGRID3
* xyz 0 1
N 0.6020 1.2836 0.9053
N -2.1497 -0.9004 0.0291
C 1.1075 -1.3379 0.6682
C 0.1453 0.0478 -1.0338
C -0.9246 -0.0568 0.1554
C -2.1931 0.4994 0.1152
C 1.1251 -0.9703 -0.7638
C 0.7723 1.4529 -0.5619
C 0.1853 -0.1801 1.2464
H 0.2677 2.4607 -0.8182
H -2.2660 -1.2650 -0.9932
H 0.9354 -1.8429 -1.4186
H -0.3088 0.1539 -2.0168
H 2.2264 -0.7342 -1.0316
H 0.7130 -2.2541 0.9002
H 1.8501 1.7547 -0.5728
H 1.4074 1.4800 1.4235
H -2.5572 1.2043 -0.6853
H 2.0946 -1.2087 1.1744
H -0.2640 -0.3477 2.2010
H -2.7686 0.7609 1.0772
*
```



What are the relative energies? In kJ/mol: arrangement w 122.4; arrangement x 0.0.



Arrangement w

The following is a quantum chemistry calculation of C26H34BrCrINOS4 as an isolated structure, from OMol25.

- ⟨S²⟩ = 3.8759
- molar mass (g/mol) = 763.64
- LUMO level (alpha / beta) (eV) = -6.63 / -6.21
- HOMO-LUMO gap (alpha / beta) (eV) = 6.4 / 6.8

```
! wB97M-V def2-TZVPD RIJCOSX def2/J DEFGRID3
* xyz 2 4
I 0.2860 -0.0784 -3.5366
Br 0.2204 -3.4967 -4.3661
Cr -0.6433 0.5674 1.0916
S -2.8216 1.5892 1.9368
S -0.7736 -0.7864 3.1576
S -0.5668 2.5953 -0.3045
S 0.5009 2.0376 2.6233
O -1.8198 -0.6454 -0.0324
N 6.0334 -2.7963 4.0417
C 1.0737 -0.1110 0.1139
C -2.6281 1.2946 3.7159
C -2.4686 3.3492 1.6671
C -1.7414 -2.1161 -0.0706
C 0.4026 -0.8377 -5.4811
C 0.4816 -0.0691 4.2969
C 5.2188 -2.3880 3.3435
C 4.1982 -1.8508 2.4857
C 4.4573 -0.7275 1.7042
C 0.4765 -2.6590 -7.0432
C -2.7844 -0.1745 -1.0393
C 1.4648 0.8980 3.6485
C -3.5253 -1.4208 -1.4755
C -2.3277 -0.1858 3.9074
C -2.4569 -2.5041 -1.3465
C 0.5991 -1.7538 -8.0844
C 0.3758 -2.2027 -5.7361
C 3.4528 -0.1925 0.9147
C -2.0537 3.5224 0.2115
C 1.9529 -1.9169 1.6302
C 2.1707 -0.7490 0.8917
C 0.6233 -0.3918 -7.8269
C 1.6374 2.8647 1.4897
C 0.5260 0.0693 -6.5240
C 2.9467 -2.4629 2.4228
C 0.7872 3.5907 0.4519
H -3.4205 0.5714 -0.5656
H 2.7672 -3.3688 2.9871
H -1.8359 1.9324 4.1087
H -3.3719 3.9282 1.8577
H 1.9794 1.4695 4.4206
H -2.8372 3.1755 -0.4647
H 1.4737 0.7040 -0.4967
H -3.5600 1.5451 4.2218
H -0.6914 -2.3983 -0.0530
H 0.3095 4.4706 0.8821
H 0.5484 1.1302 -6.3182
H -1.7679 -2.4715 -2.1904
H 1.4174 3.9232 -0.3713
H 3.6804 0.6582 0.2823
H -2.2103 0.2674 -1.8544
H -2.2876 -0.4404 4.9666
H -4.3663 -1.6213 -0.8102
H 2.2909 2.1190 1.0456
H 1.0317 -0.9090 4.7160
H -3.9048 -1.3212 -2.4901
H 0.4604 -3.7221 -7.2372
H 2.2383 3.5888 2.0397
H -2.8773 -3.5052 -1.2783
H 5.4444 -0.2854 1.7133
H -2.2408 -2.4905 0.8244
H 2.1954 0.3835 3.0290
H -1.8794 4.5731 -0.0214
H -0.0778 0.4048 5.1031
H -3.1075 -0.8062 3.4621
H -1.6932 3.6753 2.3600
H 0.6783 -2.1185 -9.0991
H 0.7199 0.3168 -8.6379
H 0.9945 -2.4212 1.5747
H 0.6246 -0.8182 -0.5858
*
```



Arrangement x

The following is a quantum chemistry calculation of C26H34BrCrINOS4 as an isolated structure, from OMol25.

- ⟨S²⟩ = 3.8830
- molar mass (g/mol) = 763.64
- LUMO level (alpha / beta) (eV) = -6.63 / -6.25
- HOMO-LUMO gap (alpha / beta) (eV) = 6.3 / 6.7

```
! wB97M-V def2-TZVPD RIJCOSX def2/J DEFGRID3
* xyz 2 4
I -2.5923 -2.3062 -0.1045
Br -3.6758 -5.1379 -1.8528
Cr 0.5748 0.9669 0.3000
S 1.0689 2.8826 -1.0518
S 0.7677 2.5813 2.2862
S -1.6803 1.9118 0.0577
S 3.0255 0.9560 0.4375
O 0.1602 -0.4971 1.6681
N 5.8821 -1.7584 -5.0408
C 1.5889 -0.2592 -3.4469
C -5.9956 -5.0180 -0.2596
C 3.7455 -1.3029 -3.6563
C -4.7746 -4.4041 -0.5118
C 2.3837 3.3230 1.9160
C -0.2903 2.8441 -2.2396
C 2.4961 -1.5089 -1.6173
C 3.3929 2.1991 1.7251
C -6.4704 -3.3994 1.4522
C 3.6209 -1.8095 -2.3627
C -5.2549 -2.7825 1.2059
C -0.1216 -1.1506 3.8917
C 4.9310 -1.5707 -4.4261
C -0.4533 3.8301 1.7793
C 0.4776 -2.3465 3.1481
C 0.2926 -0.3698 -1.2788
C 0.8853 -1.7740 1.7940
C -0.8020 -0.4097 2.7690
C -4.4109 -3.2863 0.2255
C 3.5864 1.7125 -1.1303
C 1.4706 -0.7038 -2.1290
C -1.7581 3.1330 1.4164
C -1.5743 2.9874 -1.4314
C -6.8384 -4.5173 0.7183
C 2.6001 2.5575 -1.9578
C 2.7133 -0.5458 -4.2047
H -7.1264 -3.0053 2.2160
H 0.5935 -2.4092 0.9588
H 1.9482 -1.5400 1.7320
H -0.0486 4.4004 0.9440
H -0.0044 -1.2529 -0.7108
H -0.8227 -1.4501 4.6677
H -2.1570 2.5702 2.2614
H -0.1921 3.6791 -2.9331
H 2.4033 -1.9247 -0.6210
H -2.5187 3.8656 1.1443
H -1.7157 -0.9102 2.4452
H 2.2934 3.9568 1.0341
H 1.3286 -2.7798 3.6679
H 2.7902 -0.2001 -5.2269
H -7.7852 -5.0047 0.9049
H -1.7078 4.0103 -1.0808
H 3.9004 0.8517 -1.7193
H -0.6291 4.5108 2.6119
H 2.6894 3.9432 2.7582
H 4.4821 2.2796 -0.8794
H -4.9644 -1.9087 1.7727
H -2.4327 2.7328 -2.0508
H 0.6557 -0.5329 4.3454
H 4.3838 2.6012 1.5129
H -0.5709 -0.0629 -1.8728
H -0.9931 0.6444 2.9574
H -0.2566 1.9096 -2.7925
H 4.4021 -2.4374 -1.9559
H 2.3422 2.0354 -2.8754
H 3.0340 3.5229 -2.2104
H 0.7754 0.2876 -3.9105
H -6.2768 -5.8887 -0.8347
H -0.2733 -3.1243 3.0148
H 3.4821 1.6038 2.6356
*
```



What are the relative energies? In kJ/mol: arrangement w 0.0; arrangement x 23.0.



Arrangement w

The following is a quantum chemistry calculation of an isolated molecule of C9H17N2O2P, from OMol25.

- molar mass (g/mol) = 216.22
- LUMO level (alpha / beta) (eV) = -1.51 / -1.52
- HOMO-LUMO gap (alpha / beta) (eV) = 4.7 / 4.7

```
! wB97M-V def2-TZVPD RIJCOSX def2/J DEFGRID3
* xyz 0 1
P -1.3964 -0.0806 -4.2868
O 0.5333 0.0031 0.6540
O -0.2240 2.1199 0.8718
N -0.9290 0.7058 -0.8078
N -3.2215 -1.7039 -3.9834
C 0.4038 0.3619 3.0115
C 2.4275 1.1397 1.4603
C 1.9269 -1.3163 2.0145
C -1.7400 -0.7304 -2.6573
C -1.6899 1.6913 -1.3088
C -2.9348 -1.4915 -2.7491
C 1.3735 0.1268 1.7934
C -0.1757 1.0484 0.2935
C -0.8761 -0.6722 -1.4758
H -0.3909 -0.2287 2.9461
H -1.3252 2.7137 -0.9486
H -0.3737 0.8995 -3.7963
H -1.0034 -1.3166 -0.6865
H 3.1724 0.6612 0.7865
H 0.9662 0.3339 3.9654
H 0.1505 -0.7038 -1.6552
H -3.4366 -1.8949 -1.7068
H 3.1124 1.2919 2.2267
H -3.9449 -2.2157 -4.4268
H -2.6160 1.3659 -1.8153
H 1.9456 2.0003 1.1980
H 1.2076 -2.0704 2.1161
H -2.6598 0.6989 -4.4020
H 0.1638 1.3570 2.9812
H 2.4022 -1.5421 1.1351
H 2.4399 -1.4797 3.0219
*
```



Arrangement x

The following is a quantum chemistry calculation of an isolated molecule of C9H17N2O2P, from OMol25.

- structure (SMILES) = [H]/N=C/C1(P)CN(C(=O)OC(C)(C)C)C1
- molar mass (g/mol) = 216.22
- LUMO level (eV) = 0.69
- HOMO-LUMO gap (eV) = 9.9

```
! wB97M-V def2-TZVPD RIJCOSX def2/J DEFGRID3
* xyz 0 1
P 1.2148 -4.3249 -0.6589
O -0.3672 0.8930 0.1618
O 1.2259 0.8262 1.7696
N 0.8489 -0.9992 0.4364
N 3.3986 -1.7076 -2.2345
C 2.3485 -2.2881 -2.1830
C -1.3826 1.7262 0.7921
C 0.6582 0.2998 0.8472
C -0.8776 3.0124 1.3254
C -2.5096 1.8810 -0.2571
C 1.5904 -2.5150 -0.7554
C 2.0461 -1.7385 0.4100
C 0.2642 -1.6148 -0.7585
C -1.9460 0.8992 1.8947
H 2.1081 -2.3123 1.4095
H -2.6486 0.8516 -0.6744
H -3.4746 2.2899 -0.1591
H -0.5320 3.7653 0.5929
H -0.0121 2.6834 2.0007
H -0.6974 -2.1582 -0.6491
H 0.2996 -0.8201 -1.5182
H 3.9919 -1.6211 -3.0410
H -2.1941 -0.0674 1.6591
H 0.8232 -4.7493 -1.9614
H 1.5513 -2.6003 -3.0195
H -2.1216 2.3947 -1.1716
H -2.7014 1.5468 2.1836
H 2.9986 -1.2621 0.0565
H 2.6033 -4.5135 -0.6098
H -1.8125 3.4547 1.9074
H -1.3680 0.8694 2.8338
*
```



What are the relative energies? In kJ/mol: arrangement w 268.6; arrangement x 0.0.



Arrangement w

The following is a quantum chemistry calculation of a 2-piece molecular cluster, C4H10OS overall, from OMol25.

- structure (SMILES) = C1CCSC1.O
- molar mass (g/mol) = 106.19
- LUMO level (eV) = 0.77
- HOMO-LUMO gap (eV) = 9.3

```
! wB97M-V def2-TZVPD RIJCOSX def2/J DEFGRID3
* xyz 0 1
S -1.3646 0.4555 -0.2105
O -1.6070 -1.0407 -3.0185
C -0.3133 -0.9665 0.1430
C 0.0277 1.5530 0.3012
C 0.7263 0.8488 1.4726
C 0.8860 -0.5753 0.9709
H 1.7142 1.2659 1.7472
H -1.0693 -1.6758 0.5314
H -0.3705 2.5611 0.5263
H 1.7928 -0.5957 0.3363
H -0.8213 -1.4417 -2.5823
H 0.0221 -1.3392 -0.8439
H 0.1536 0.6966 2.4076
H 0.6494 1.6328 -0.6113
H -1.4561 -0.0702 -2.9575
H 1.0301 -1.3087 1.7875
*
```



Arrangement x

The following is a quantum chemistry calculation of a 2-piece molecular cluster, C4H10OS overall, from OMol25.

- molar mass (g/mol) = 106.19
- LUMO level (eV) = 0.16
- HOMO-LUMO gap (eV) = 9.2

```
! wB97M-V def2-TZVPD RIJCOSX def2/J DEFGRID3
* xyz 0 1
S 1.9487 0.7109 0.7017
O -0.2522 0.9845 -1.3176
C 0.6228 -0.5591 0.3407
C 1.0316 -1.6481 -0.5880
C -0.6328 0.0851 -0.2621
C -1.3241 1.0464 0.7697
H -0.8696 1.9697 0.7351
H 1.6083 1.4372 -0.3745
H 1.9547 -2.1563 -0.1123
H -1.2184 -0.6020 -0.7850
H 0.0702 -1.0171 2.0347
H -1.1811 0.6313 1.7734
H 0.2825 -2.2927 -0.7599
H -2.4391 1.1743 0.7597
H 1.4909 -1.2146 -1.5312
H -1.0924 1.4503 -1.3844
*
```



What are the relative energies? In kJ/mol: arrangement w 0.0; arrangement x 345.8.



Arrangement w

The following is a quantum chemistry calculation of a 2-piece molecular cluster, C4H10OS overall, from OMol25.

- molar mass (g/mol) = 106.19
- LUMO level (alpha / beta) (eV) = -2.11 / -2.12
- HOMO-LUMO gap (alpha / beta) (eV) = 5.8 / 5.8

```
! wB97M-V def2-TZVPD RIJCOSX def2/J DEFGRID3
* xyz 0 1
S -1.9616 -0.2081 2.5320
O -0.8509 -1.7763 -0.3715
C 0.9732 1.3703 0.5864
C 0.2017 -0.4167 -2.0087
C 0.5883 -0.0336 0.4170
C -0.4057 -0.4644 -0.5871
H 1.1184 -0.8026 0.9596
H 0.5201 0.5908 -2.2567
H 0.1714 2.0437 0.2860
H 1.8486 1.5959 -0.0360
H -1.2894 -1.8072 0.4915
H 1.0454 -1.0978 -2.0692
H -1.4021 -0.0715 3.7296
H -0.5618 -0.7407 -2.7073
H -1.2559 0.2388 -0.5810
H 1.2604 1.5795 1.6154
*
```



Arrangement x

The following is a quantum chemistry calculation of a 2-piece molecular cluster, C4H10OS overall, from OMol25.

- structure (SMILES) = CC=O.CSC
- molar mass (g/mol) = 106.19
- LUMO level (eV) = 0.80
- HOMO-LUMO gap (eV) = 9.3

```
! wB97M-V def2-TZVPD RIJCOSX def2/J DEFGRID3
* xyz 0 1
S 0.0360 -2.4167 0.8487
O 0.5729 0.9672 -2.1075
C -1.2193 1.6044 -0.6314
C 0.9766 -1.6565 -0.5218
C 0.2339 1.5479 -1.0895
C -0.0860 -0.9243 1.9188
H -0.1902 0.0239 1.2849
H 1.2543 -2.4276 -1.2112
H -1.3083 1.9249 0.3865
H 0.9178 -0.9319 2.4869
H -1.7968 0.7406 -0.8482
H -0.9551 -0.8549 2.5857
H 0.9126 2.1556 -0.4822
H 0.3960 -0.9538 -1.1902
H -1.6857 2.3697 -1.2555
H 1.9413 -1.1686 -0.1739
*
```



Arrangement y

The following is a quantum chemistry calculation of a 2-piece molecular cluster, C4H10OS overall, from OMol25.

- molar mass (g/mol) = 106.19
- LUMO level (alpha / beta) (eV) = -0.43 / 0.11
- HOMO-LUMO gap (alpha / beta) (eV) = 6.9 / 9.4

```
! wB97M-V def2-TZVPD RIJCOSX def2/J DEFGRID3
* xyz 0 1
S 2.0119 0.7828 -0.0967
O -0.5228 0.6782 -1.5915
C 0.7306 -1.7140 -0.1942
C 0.4364 -0.3213 0.4738
C -0.6006 0.4268 -0.2402
C -1.2010 1.5489 0.4880
H 1.2286 -2.4276 0.4133
H 2.5866 0.6823 1.0946
H -0.0412 0.0042 -1.9409
H 1.4174 -1.4561 -1.0127
H -0.4388 2.1080 0.9754
H 0.3739 -0.1893 1.4969
H -1.8065 2.2454 -0.0828
H -1.8611 1.2090 1.3341
H -2.1156 -1.3442 -0.6921
H -0.1978 -2.2330 -0.4251
*
```



What are the relative energies? In kJ/mol: arrangement w 185.6; arrangement x 0.0; arrangement y 351.6.